(1)
{"formula": "C32H42N4O3Pd", "method": "wB97M-V/def2-TZVPD", "charge": -2, "energy_ev": -49452.0662, "lumo_ev": 4.1, "molar_mass_g_mol": 637.13, "de_lowest_ev": 0.424, "homo_lumo_gap_ha": 0.1915, "homo_energy_ev": -1.1, "symbols": ["Pd", "O", "O", "O", "N", "N", "N", "N", "C", "C", "C", "C", "C", "C", "C", "C", "C", "C", "C", "C", "C", "C", "C", "C", "C", "C", "C", "C", "C", "C", "C", "C", "C", "C", "C", "C", "C", "C", "C", "C", "H", "H", "H", "H", "H", "H", "H", "H", "H", "H", "H", "H", "H", "H", "H", "H", "H", "H", "H", "H", "H", "H", "H", "H", "H", "H", "H", "H", "H", "H", "H", "H", "H", "H", "H", "H", "H", "H", "H", "H", "H", "H"], "coordinates": [[1.1141, 0.1966, 2.1182], [2.2385, 0.1143, 4.0063], [1.3894, -1.7629, 1.7886], [0.6340, 2.1407, 2.0597], [5.0924, -0.9584, 6.0505], [0.3724, -0.2947, 5.2178], [1.3873, -1.5383, 8.3345], [0.3039, 0.1467, 0.3816], [-2.4455, 2.4312, -3.5393], [1.7437, -0.2776, 5.0938], [0.7741, -3.4659, 0.2132], [1.9047, -1.1866, 7.3592], [0.0564, -3.7678, -0.9633], [-0.8057, 3.0346, -1.7323], [-1.5090, -4.6639, -3.2085], [-0.0844, 4.8707, 1.5698], [-0.5905, -1.4910, -1.2501], [2.5333, -0.7694, 6.1667], [-1.6692, 4.7763, -3.3720], [-2.8537, -2.6137, -2.8704], [-0.7211, -2.5101, -4.1640], [0.1472, -1.1256, -0.1336], [1.4783, -4.6470, 0.9047], [-1.4198, -3.1569, -2.9584], [-0.4734, 1.7197, -1.3815], [0.4536, -5.7565, 1.1996], [0.1213, 2.4444, 0.8687], [-0.9446, 4.5561, 2.8036], [-1.2487, 3.3199, -3.1685], [0.8023, -2.1394, 0.6599], [-0.2327, 3.7549, 0.5314], [-0.5338, 6.2332, 1.0337], [3.9409, -0.8609, 6.0772], [2.1734, -4.3239, 2.2324], [2.5494, -5.2073, -0.0463], [-0.6971, 4.0215, -0.7694], [-0.0509, 1.3937, -0.0976], [1.3881, 4.9984, 1.9892], [-0.6435, -2.8240, -1.6841], [-0.0911, 3.0201, -4.1326], [1.4740, -3.9340, 2.9690], [3.0544, -6.0654, 0.4105], [-0.9638, 5.0360, -1.0234], [2.9552, -3.5783, 2.1127], [-0.0826, -1.0148, 5.7493], [-3.3643, -3.0254, -1.9973], [0.0716, 6.5535, 0.1822], [-0.6540, -1.4283, -4.0347], [-2.1268, -4.8561, -4.0906], [0.9432, -6.5929, 1.7088], [-0.0134, 0.0437, 4.3499], [-0.5021, 0.9532, -2.1385], [1.4964, 5.7626, 2.7670], [-2.1875, 1.3725, -3.4855], [-1.1593, -0.7413, -1.7746], [-2.0032, 4.9225, -4.4034], [2.6182, -5.2473, 2.6216], [-2.0012, 4.5133, 2.5242], [3.2975, -4.4411, -0.2588], [2.1160, -5.5285, -0.9957], [-0.8392, 5.4612, -3.1862], [-2.8691, -1.5270, -2.7824], [-1.2672, -2.7148, -5.0920], [-2.4904, 5.0483, -2.7054], [-0.5237, -5.0983, -3.3898], [-0.6570, 3.5981, 3.2317], [-0.3902, 3.2023, -5.1711], [-0.3363, -5.3745, 1.8497], [-0.4235, 6.9811, 1.8242], [-0.8208, 5.3381, 3.5609], [1.9982, 5.2937, 1.1311], [-3.4204, -2.8859, -3.7672], [0.7673, 3.6538, -3.9003], [-3.2755, 2.6055, -2.8514], [0.0500, -4.7969, -1.2982], [-2.7843, 2.6456, -4.5587], [0.2298, 1.9812, -4.0456], [-1.9562, -5.1791, -2.3558], [0.2955, -2.8962, -4.2636], [-1.5824, 6.2209, 0.7259], [1.7575, 4.0489, 2.3714], [-0.0146, -6.1414, 0.2919]], "atomic_forces_ev_per_a": [[0.518, -0.392, 0.286], [-0.229, 0.322, 0.091], [-0.078, 0.088, -0.041], [-0.072, 0.044, -0.037], [0.019, 0.025, 0.008], [0.650, 0.583, -0.058], [-0.078, 0.003, -0.027], [-0.064, 0.159, 0.147], [-0.002, -0.004, 0.002], [-0.050, -0.651, -0.667], [0.001, 0.043, 0.025], [0.171, -0.010, 0.064], [-0.030, 0.012, 0.005], [0.008, 0.009, -0.005], [0.021, 0.010, -0.004], [0.001, 0.006, 0.005], [0.048, 0.021, 0.030], [-0.078, 0.119, 0.223], [0.008, 0.004, 0.013], [-0.011, -0.013, 0.011], [-0.026, 0.009, 0.000], [0.028, -0.081, 0.030], [-0.008, -0.023, -0.001], [-0.013, 0.010, -0.014], [0.014, 0.015, 0.042], [-0.013, -0.005, 0.002], [0.025, -0.121, -0.011], [0.000, -0.015, -0.011], [-0.007, -0.009, -0.005], [-0.028, 0.012, -0.004], [-0.027, 0.027, -0.042], [0.003, -0.006, -0.001], [-0.043, -0.032, -0.021], [-0.022, 0.027, -0.024], [0.001, -0.003, -0.001], [0.005, -0.020, 0.030], [-0.004, 0.068, 0.051], [0.010, 0.009, 0.017], [0.046, -0.025, -0.010], [-0.012, -0.003, -0.009], [0.000, 0.010, 0.009], [-0.005, 0.003, 0.001], [-0.004, 0.009, 0.000], [0.002, 0.021, 0.005], [-0.040, 0.033, 0.004], [-0.002, -0.005, -0.004], [-0.005, -0.002, -0.006], [0.002, -0.008, -0.012], [0.003, 0.004, -0.005], [0.002, -0.003, -0.001], [-0.657, -0.317, -0.049], [-0.004, -0.045, -0.020], [-0.004, 0.010, -0.008], [-0.001, 0.009, 0.008], [-0.008, 0.038, -0.031], [0.004, -0.002, -0.004], [0.000, 0.009, -0.007], [0.002, -0.003, 0.000], [0.002, -0.003, -0.001], [0.013, 0.000, 0.000], [-0.005, -0.004, 0.006], [0.006, -0.007, 0.016], [0.002, 0.001, 0.005], [-0.001, 0.001, -0.007], [0.003, -0.001, 0.017], [0.000, 0.002, 0.004], [-0.001, -0.001, 0.007], [0.004, -0.003, 0.003], [0.005, -0.003, 0.001], [0.003, -0.005, -0.001], [0.003, -0.007, -0.001], [0.000, 0.007, -0.002], [0.002, -0.002, -0.001], [-0.002, 0.002, -0.005], [0.002, 0.013, -0.001], [0.003, -0.004, 0.000], [0.004, 0.005, -0.005], [-0.012, 0.000, -0.012], [0.001, 0.002, 0.000], [0.000, 0.005, 0.002], [0.001, 0.021, -0.005], [0.000, 0.007, 0.013]]}

***

(2)
{"formula": "C32H43BFInN8S3Si", "method": "wB97M-V/def2-TZVPD", "charge": -2, "energy_ev": -94760.8875, "lumo_ev": 3.9, "molar_mass_g_mol": 808.67, "de_lowest_ev": 0.860, "homo_lumo_gap_ha": 0.2059, "homo_energy_ev": -1.7, "symbols": ["In", "S", "S", "S", "Si", "F", "N", "N", "N", "N", "N", "N", "N", "N", "C", "C", "C", "C", "C", "C", "C", "C", "C", "C", "C", "C", "C", "C", "C", "C", "C", "C", "C", "C", "C", "C", "C", "C", "C", "C", "C", "C", "C", "C", "C", "C", "B", "H", "H", "H", "H", "H", "H", "H", "H", "H", "H", "H", "H", "H", "H", "H", "H", "H", "H", "H", "H", "H", "H", "H", "H", "H", "H", "H", "H", "H", "H", "H", "H", "H", "H", "H", "H", "H", "H", "H", "H", "H", "H", "H"], "coordinates": [[0.6040, 0.1756, 0.0590], [1.6677, -1.5202, 1.7485], [4.0494, -0.6258, 3.3143], [2.6865, 1.1956, 1.3721], [1.2652, -4.6338, -1.6267], [6.2752, 1.8225, -3.8013], [-1.7372, 2.3888, 0.9027], [-1.6263, 0.2119, -1.3001], [-1.1076, -2.1235, 0.3256], [0.5791, 2.8829, -0.8251], [-2.4347, 1.3050, -1.2618], [0.4184, -3.3881, -0.8983], [-0.7202, 1.6338, 1.4164], [-0.6749, 3.1819, -1.2605], [2.8572, 3.7971, -1.1311], [-0.5555, -3.3495, -0.0162], [-2.1306, -4.4588, 1.4883], [-2.7448, -3.2228, 1.7206], [5.1156, 0.4796, -2.2341], [5.0985, 1.3047, -3.3392], [-3.6086, -0.2694, -2.2385], [2.6952, 0.2513, -2.3957], [3.9159, -0.0467, -1.7740], [-1.0491, -4.5258, 0.6590], [-4.7532, 2.0333, -1.9165], [-0.6391, 4.1388, -2.2137], [1.8488, -4.0365, -3.3306], [1.4325, -0.3557, -1.9303], [-3.6407, 1.0372, -1.8016], [0.3096, -6.2553, -1.9461], [2.8523, -0.3273, 2.1711], [1.4026, 3.6997, -1.4679], [2.8200, -5.1135, -0.6586], [-1.8560, 4.6534, -2.9155], [-0.8030, 1.7200, 2.7449], [-3.6377, 3.8364, 1.6963], [2.7341, 1.1040, -3.5052], [-1.8134, -2.1391, -2.1062], [-1.8785, 2.5574, 3.0883], [-2.4421, 2.9595, 1.8975], [0.1074, 1.0337, 3.7043], [-2.8180, -0.7605, 1.4309], [-2.3321, -0.7538, -1.8810], [-2.1818, -2.0970, 1.1388], [0.6799, 4.4974, -2.3819], [3.9294, 1.6259, -3.9897], [-1.9513, 2.6138, -0.6110], [1.0731, 1.5378, 3.7548], [-1.9160, -2.4120, -3.1604], [-0.3466, 1.0375, 4.6972], [6.0556, 0.2583, -1.7404], [3.2282, 2.8700, -0.6970], [3.9557, 2.2795, -4.8549], [0.3061, 0.0038, 3.4100], [-2.2037, 2.8263, 4.0820], [-4.4329, 2.9372, -2.4394], [-2.5789, 5.0765, -2.2130], [-4.4336, 3.3068, 1.1694], [-2.6363, -0.0606, 0.6154], [-3.6181, -3.1322, 2.3537], [2.8800, -3.6612, -3.2803], [0.6275, -6.7176, -2.8870], [1.8012, 1.3521, -4.0014], [-5.1328, 2.3403, -0.9391], [-2.3859, -2.8584, -1.5151], [-4.0177, 4.1411, 2.6721], [3.0155, 4.5900, -0.3931], [-0.7734, -2.2414, -1.8075], [3.9098, -0.6909, -0.8994], [3.6691, -5.3061, -1.3254], [1.0738, 5.2417, -3.0583], [0.4532, -6.9884, -1.1420], [-4.4078, -0.8118, -2.7243], [3.0887, -4.2854, 0.0071], [-3.3991, 4.7317, 1.1195], [-3.8959, -0.8789, 1.5606], [-5.5738, 1.5819, -2.4743], [-2.4137, -0.3316, 2.3497], [-2.3645, 3.8559, -3.4665], [1.8224, -4.8437, -4.0726], [3.4455, 4.0327, -2.0178], [1.5146, -1.4184, -1.7047], [-1.5643, 5.4290, -3.6230], [-2.5046, -5.3553, 1.9748], [1.2222, -3.2124, -3.6897], [0.6021, -0.1795, -2.6096], [-0.7679, -6.0511, -2.0163], [-0.5380, -5.4656, 0.4744], [-2.8190, 3.4362, -0.7440], [2.6651, -6.0050, -0.0392]], "atomic_forces_ev_per_a": [[0.567, -0.143, 0.203], [-0.155, 0.203, -0.219], [-0.127, 0.015, -0.136], [-0.069, 0.070, -0.095], [0.342, -0.137, -0.113], [0.115, 0.036, -0.051], [0.232, 0.188, -0.038], [-0.420, 0.252, -0.214], [-0.018, -0.429, 1.082], [-0.172, 0.283, -0.037], [0.111, 0.382, -0.037], [-0.067, 0.059, 0.358], [-0.389, -0.321, 0.017], [-0.088, -0.152, -0.140], [-0.070, -0.131, -0.016], [0.529, -0.243, 1.231], [0.045, 0.047, 0.021], [-0.011, -0.067, -0.126], [-0.007, -0.084, 0.089], [-0.073, -0.032, 0.062], [0.034, -0.038, 0.196], [0.032, -0.086, -0.059], [0.014, 0.038, 0.067], [-0.009, 0.059, -0.230], [0.101, 0.002, 0.035], [0.060, -0.012, 0.055], [0.061, 0.108, -0.031], [-0.337, 0.195, 0.449], [0.102, -0.015, -0.181], [-0.256, -0.022, 0.027], [0.107, -0.005, 0.206], [-0.053, -0.018, -0.074], [0.059, 0.002, 0.060], [0.001, -0.085, 0.063], [-0.084, 0.183, -0.068], [0.063, -0.025, -0.033], [-0.020, -0.021, 0.065], [-0.450, 0.545, -0.756], [0.079, -0.053, 0.105], [0.107, -0.139, -0.007], [0.018, -0.015, -0.010], [0.057, 0.049, -0.109], [-0.057, -0.271, -0.369], [0.242, -0.081, -0.158], [0.161, 0.078, 0.049], [-0.131, 0.093, -0.005], [-0.011, -0.101, 0.023], [0.013, -0.008, -0.028], [-0.047, 0.068, -0.147], [-0.002, 0.009, -0.028], [-0.077, 0.010, -0.019], [-0.011, -0.050, -0.047], [-0.013, -0.027, 0.050], [0.001, -0.027, -0.018], [0.038, -0.037, -0.036], [-0.025, -0.032, 0.019], [0.047, -0.013, -0.041], [0.019, 0.018, -0.003], [-0.112, -0.154, 0.334], [-0.001, 0.025, 0.009], [-0.172, -0.014, -0.006], [0.009, -0.004, 0.070], [0.046, 0.012, 0.005], [0.027, -0.021, -0.022], [-0.063, 0.065, -0.224], [0.013, -0.003, -0.020], [-0.007, -0.034, -0.043], [-0.205, 0.179, -0.613], [0.033, 0.051, -0.054], [-0.063, -0.030, 0.063], [-0.024, -0.027, 0.024], [-0.026, 0.105, -0.092], [0.098, 0.013, 0.045], [0.002, -0.070, -0.072], [0.010, -0.035, 0.017], [0.010, -0.025, 0.032], [-0.006, 0.005, 0.006], [0.013, 0.017, -0.003], [0.031, 0.050, 0.033], [0.036, 0.069, 0.052], [0.028, -0.021, -0.035], [0.082, -0.094, -0.231], [0.004, -0.002, -0.023], [0.019, -0.006, -0.004], [0.036, -0.109, 0.038], [0.039, -0.050, -0.154], [0.153, -0.055, -0.029], [-0.089, 0.081, 0.030], [-0.034, -0.095, 0.048], [0.006, 0.103, -0.030]]}